[1]
A cluster of 3 separate species, C5H12O3 in total at a distorted geometry. Source: the Open Molecules 2025 dataset; level of theory: ωB97M-V with the def2-TZVPD basis set.

Each line ends with the natural charge from an NBO analysis.
Geometry (Å):
O -0.05 2.99 -0.83  -0.96
O -1.82 -0.25 2.67  -0.95
O 0.87 0.01 -1.73  -0.71
C 0.94 -0.95 0.42  -0.29
C -2.15 -0.24 -0.92  -0.36
C 0.27 -0.67 -0.70  0.27
C 2.29 -0.41 0.80  -0.65
C -1.12 -1.04 -1.08  -0.24
H 0.85 3.09 -0.63  0.47
H -3.17 -0.31 -1.28  0.21
H 2.71 0.38 0.19  0.21
H 1.78 -0.22 -1.88  0.49
H -2.05 0.71 -0.37  0.18
H -1.35 -1.99 -1.55  0.22
H 3.04 -1.21 0.89  0.22
H 0.64 -1.76 1.07  0.22
H -2.56 0.11 2.19  0.47
H 2.20 0.00 1.81  0.23
H -0.27 2.09 -1.16  0.49
H -1.05 -0.33 2.08  0.48

## Properties
- LUMO (eV) = 0.50
- E_HOMO (eV) = -9.24
- calculated total energy (eV) = -11520.2655
- SMILES = C=C/C(O)=C/C.O.O
- HOMO-LUMO gap (eV) = 9.736
- energy relative to the best compared isomer or geometry (same formula, charge and spin) (kJ/mol) = 241.3
- total charge = 0


[2]
A cluster of 3 separate species, C5H12O3 in total at a distorted geometry. Source: the Open Molecules 2025 dataset; level of theory: ωB97M-V with the def2-TZVPD basis set.

Each line ends with the natural charge from an NBO analysis.
Geometry (Å):
O -2.03 -3.57 1.11  -1.01
O -0.35 -0.59 0.80  -0.69
O 4.13 1.68 1.88  -0.92
C 1.48 -1.00 -0.59  -0.66
C 0.16 -0.36 -0.44  0.36
C -1.81 1.03 -1.21  -0.22
C -0.55 0.33 -1.35  -0.38
C -1.90 2.27 -0.75  -0.37
H 2.06 -0.80 0.34  0.23
H -2.84 2.80 -0.58  0.20
H -2.70 -2.91 1.32  0.51
H 2.06 -0.52 -1.36  0.22
H 1.47 -2.08 -0.65  0.24
H -0.06 0.43 -2.31  0.21
H -2.69 0.56 -1.65  0.21
H -1.04 2.83 -0.44  0.19
H -1.70 -4.34 1.58  0.51
H 3.97 2.62 2.09  0.46
H 3.45 1.68 1.18  0.46
H -1.13 -0.07 1.03  0.49

## Properties
- LUMO (eV) = 0.58
- E_HOMO (eV) = -8.57
- calculated total energy (eV) = -11519.9716
- SMILES = C=C/C=C(/C)O.O.O
- HOMO-LUMO gap (eV) = 9.153
- energy relative to the best compared isomer or geometry (same formula, charge and spin) (kJ/mol) = 269.6
- total charge = 0


[3]
A cluster of 2 separate species, C5H12O4 in total at a distorted geometry. Source: the Open Molecules 2025 dataset; level of theory: ωB97M-V with the def2-TZVPD basis set.

Each line ends with the natural charge from an NBO analysis.
Geometry (Å):
O -0.13 -0.82 2.13  -0.78
O 0.94 -1.82 -1.28  -0.70
O -1.42 1.53 0.85  -0.70
O 2.10 -0.55 0.57  -0.73
C -1.12 1.36 -0.43  -0.05
C -0.43 -1.06 0.65  -0.20
C 0.35 -0.46 -1.54  -0.12
C -0.12 0.17 -0.30  -0.17
C 1.30 0.59 0.31  -0.13
H -2.09 0.87 -0.81  0.17
H -1.57 -1.32 0.60  0.16
H 1.78 -0.93 1.29  0.49
H -1.12 -0.15 2.12  0.51
H -0.44 -0.73 -2.46  0.17
H 0.22 -1.80 -0.04  0.30
H -2.72 1.69 1.08  0.46
H 1.61 1.70 -0.22  0.20
H -0.63 2.06 -1.01  0.17
H 0.71 0.32 -2.09  0.19
H 1.00 0.70 1.49  0.24
H 1.76 -1.36 -0.91  0.51

## Properties
- LUMO (eV) = -0.53
- E_HOMO (eV) = -9.14
- calculated total energy (eV) = -13560.2535
- HOMO-LUMO gap (eV) = 8.616
- energy relative to the best compared isomer or geometry (same formula, charge and spin) (kJ/mol) = 954.4
- total charge = 0


[4]
An isolated molecule of C5H12O5. Source: the Open Molecules 2025 dataset; level of theory: ωB97M-V with the def2-TZVPD basis set.

Each line ends with the natural charge from an NBO analysis.
Geometry (Å):
O -0.85 0.23 -3.06  -0.72
O -0.98 -1.22 1.41  -0.74
O 2.60 -0.42 1.57  -0.72
O -2.18 -0.06 -0.73  -0.75
O 1.28 0.99 -0.39  -0.73
C 0.15 -0.40 1.22  0.06
C 1.42 -1.18 1.62  -0.08
C -1.06 0.79 -0.71  0.07
C 0.23 0.07 -0.25  0.06
C -0.89 1.29 -2.15  -0.07
H -0.99 -1.56 2.31  0.48
H 2.53 0.32 2.19  0.47
H 0.05 1.84 -2.25  0.20
H -1.59 -0.35 -2.82  0.48
H 0.38 -0.81 -0.89  0.18
H 1.28 -1.60 2.63  0.15
H -2.15 -0.62 0.06  0.50
H -1.73 1.97 -2.38  0.16
H 0.07 0.51 1.86  0.16
H 2.10 0.56 -0.12  0.49
H -1.23 1.65 -0.05  0.16
H 1.57 -2.01 0.92  0.19

## Properties
- LUMO (eV) = 0.40
- E_HOMO (eV) = -9.78
- calculated total energy (eV) = -15616.3991
- SMILES = OC[C@@H](O)[C@@H](O)[C@@H](O)CO
- HOMO-LUMO gap (eV) = 10.176
- energy relative to the best compared isomer or geometry (same formula, charge and spin) (kJ/mol) = 70.8
- total charge = 0